122
Properties=species:S:1:pos:R:3:lowdin_charge:R:1 method="wB97M-V/def2-TZVPD" relative_energy_kcal_mol=3.5 total_charge=-2
Rb -0.09 -1.11 0.24 0.91
C 4.20 5.05 -1.63 -0.07
C 5.04 4.97 -0.35 -0.26
C 5.74 6.03 0.21 -0.06
C 6.81 5.93 1.14 -0.10
C 7.08 4.70 1.63 -0.11
C 6.29 3.58 1.27 -0.08
C 5.28 3.72 0.30 -0.38
P 4.13 2.42 0.21 1.08
C 5.34 1.03 0.16 -0.28
C 5.24 0.00 1.22 -0.05
C 6.09 -1.08 1.27 -0.12
C 7.10 -1.22 0.36 -0.13
C 7.33 -0.19 -0.54 -0.08
C 6.48 0.90 -0.63 -0.30
C 6.70 1.77 -1.88 -0.05
C 3.08 2.26 1.69 -0.36
C 3.62 2.19 2.96 -0.17
C 2.82 2.49 4.08 -0.15
C 1.42 2.74 3.91 -0.14
C 0.84 2.56 2.70 -0.08
C 1.63 2.27 1.52 -0.39
C 1.09 2.07 0.31 -0.12
H 3.12 4.83 -1.48 0.08
H 4.63 4.36 -2.42 0.09
H 4.35 6.08 -1.98 0.06
H 5.51 6.97 -0.24 0.08
H 7.23 6.85 1.45 0.08
H 7.82 4.48 2.41 0.10
H 6.60 2.63 1.77 0.12
H 4.40 0.04 1.87 0.08
H 5.99 -1.88 1.97 0.09
H 7.81 -1.98 0.48 0.08
H 8.23 -0.29 -1.22 0.12
H 6.33 1.26 -2.79 0.08
H 7.78 1.83 -2.05 0.06
H 6.19 2.75 -1.82 0.05
H 4.70 2.03 2.96 0.08
H 3.32 2.46 5.06 0.07
H 0.84 3.16 4.76 0.09
H -0.30 2.59 2.68 0.11
H 1.52 1.57 -0.56 0.02
H -0.01 2.08 0.44 0.01
O -1.29 0.78 -1.59 -0.27
H -1.23 -0.09 -2.10 -0.02
H -2.12 0.53 -0.97 0.01
O 0.45 -2.53 2.45 -0.43
O 1.10 -3.70 2.00 -0.22
O -0.71 -3.96 0.47 -0.07
C 0.30 -4.34 1.04 -0.79
F 6.44 -5.36 2.69 0.13
C 5.24 -5.60 2.17 -0.12
C 4.86 -4.89 1.00 -0.16
F 5.76 -4.19 0.33 0.14
C 3.59 -4.96 0.61 -0.19
F 3.15 -3.99 -0.27 0.08
C 2.67 -5.89 1.08 -0.35
S 0.97 -5.88 0.55 1.10
C 3.11 -6.70 2.14 -0.19
F 2.22 -7.62 2.55 0.07
C 4.40 -6.55 2.68 -0.15
F 4.74 -7.26 3.75 0.12
C -6.45 2.71 -1.64 -0.12
C -5.37 1.65 -1.75 -0.58
C -4.12 2.14 -2.51 -0.11
C -5.94 0.34 -2.52 -0.08
Si -4.67 0.93 -0.15 0.44
O -3.52 -0.18 -0.19 -0.35
C -6.30 0.42 0.80 -0.22
C -6.42 -0.89 1.28 -0.07
C -7.50 -1.23 2.12 -0.09
C -8.33 -0.22 2.60 -0.13
C -8.25 1.01 2.02 -0.13
C -7.25 1.36 1.12 -0.13
C -3.83 2.19 0.97 -0.18
C -4.28 2.42 2.29 -0.09
C -3.66 3.36 3.10 -0.09
C -2.57 4.12 2.60 -0.13
C -2.00 3.84 1.39 -0.12
C -2.65 2.86 0.57 -0.06
H -6.62 3.14 -2.64 0.07
H -6.20 3.52 -0.96 0.08
H -7.35 2.13 -1.36 0.07
H -4.37 2.17 -3.63 0.09
H -3.21 1.56 -2.46 0.04
H -3.95 3.25 -2.26 0.10
H -6.49 0.62 -3.44 0.07
H -6.69 -0.20 -1.87 0.07
H -5.17 -0.42 -2.74 0.07
H -5.72 -1.62 0.99 0.07
H -7.65 -2.27 2.46 0.10
H -8.93 -0.39 3.48 0.09
H -9.06 1.70 2.16 0.09
H -7.32 2.37 0.66 0.10
H -5.16 1.88 2.63 0.09
H -3.86 3.45 4.12 0.07
H -1.98 4.81 3.24 0.10
H -1.10 4.29 1.00 0.10
H -2.13 2.59 -0.35 0.08
C -3.38 -4.88 -1.23 -0.17
C -3.94 -3.51 -0.94 -0.20
N -3.05 -2.53 -1.53 0.08
C -1.95 -2.85 -2.31 -0.35
N -1.05 -1.89 -2.50 -0.04
C 0.02 -2.03 -3.44 -0.24
C -0.38 -2.91 -4.66 -0.13
C -1.26 -4.16 -4.23 -0.15
N -2.06 -4.00 -3.03 -0.05
C -3.03 -5.04 -2.73 -0.14
H -4.05 -5.71 -0.94 0.12
H -2.51 -5.00 -0.56 0.10
H -3.96 -3.34 0.15 0.13
H -4.97 -3.38 -1.29 0.11
H -2.95 -1.64 -1.06 0.05
H 0.97 -2.35 -2.93 0.12
H 0.25 -1.03 -3.81 0.10
H 0.43 -3.18 -5.35 0.10
H -1.07 -2.32 -5.29 0.10
H -0.65 -5.09 -4.19 0.11
H -1.84 -4.29 -5.13 0.10
H -2.57 -6.03 -2.83 0.12
H -3.95 -4.96 -3.30 0.12